ORCA calculation (ωB97M-V/def2-TZVPD) on a structure of composition C25H24Cl2FN3PdSb.

Properties
Highest occupied orbital energy: -2.5 eV
Orbital gap: 5.3 eV
Relative energy (zero: lowest compared OMol25 entry of this formula, charge and spin): 16.50 kcal per mole

```
! RIJCOSX wB97M-V def2-TZVPD def2/J DEFGRID3
* xyz -1 1
Pd 0.678 0.754 0.311
C 1.379 -2.027 2.338
C 1.295 -0.690 3.018
C 1.890 -0.528 4.253
C 1.747 0.687 4.919
C 0.904 1.627 4.386
C 0.268 1.408 3.151
N 0.576 0.292 2.424
Sb -1.343 2.773 2.743
C 0.180 2.736 -0.642
C 0.216 4.018 -1.194
C 0.761 4.203 -2.453
C 1.210 3.107 -3.188
C 1.170 1.847 -2.615
C 1.606 0.606 -3.333
N 0.688 1.749 -1.371
C -2.486 1.551 1.402
C -3.856 1.827 1.245
C -4.624 1.038 0.422
C -4.036 -0.049 -0.224
C -2.684 -0.276 -0.023
C -1.963 -1.401 -0.715
N -1.930 0.509 0.758
H 1.193 -2.814 3.072
H 2.360 -2.192 1.893
H 0.636 -2.088 1.548
H 2.458 -1.344 4.681
H 2.243 0.856 5.868
H 0.693 2.550 4.917
H -0.159 4.862 -0.626
H 0.839 5.199 -2.876
H 1.601 3.222 -4.191
H 1.743 0.810 -4.395
H 0.856 -0.175 -3.213
H 2.539 0.221 -2.919
H -4.296 2.660 1.782
H -5.678 1.250 0.278
H -4.611 -0.695 -0.875
H -2.657 -2.071 -1.224
H -1.379 -1.964 0.013
H -1.259 -0.989 -1.442
F 5.076 -3.017 -1.948
C 4.098 -2.233 -1.411
C 2.802 -2.701 -1.379
C 1.814 -1.888 -0.830
C 2.077 -0.627 -0.290
C 3.412 -0.209 -0.357
C 4.426 -0.992 -0.911
H 2.574 -3.681 -1.784
H 0.801 -2.276 -0.827
H 3.700 0.763 0.025
H 5.449 -0.639 -0.967
Cl 3.509 5.698 1.571
C 2.318 4.449 2.038
Cl 2.709 2.860 1.406
H 1.349 4.727 1.641
H 2.302 4.395 3.119
*
```

Atom charges from the Löwdin analysis, given in e for atoms 1 to 5: 0.81, -0.05, -0.33, -0.06, -0.09

---

ORCA calculation (ωB97M-V/def2-TZVPD) on a structure of composition C19H35N3OSV.

Properties
Highest occupied orbital energy (spin up / spin down): -12.7 / -13.2 eV
Orbital gap (spin up / spin down): 7.3 / 7.7 eV
<S²>: 3.766
Relative energy (zero: lowest compared OMol25 entry of this formula, charge and spin): 18.38 kcal per mole

```
! RIJCOSX wB97M-V def2-TZVPD def2/J DEFGRID3
* xyz 2 4
V -0.254 -0.111 0.662
C -3.507 3.197 2.309
C -2.784 3.441 1.147
C -1.861 2.507 0.695
C -1.610 1.311 1.383
C -2.358 1.101 2.550
C -3.296 2.019 3.009
H -4.230 3.920 2.662
H -2.943 4.360 0.597
H -1.318 2.734 -0.220
H -2.215 0.193 3.133
H -3.858 1.815 3.912
N 3.291 -2.534 -2.728
C 1.934 -3.194 -2.712
C 0.950 -2.293 -1.976
N 1.385 -1.933 -0.630
C 2.719 -1.336 -0.648
C 3.763 -2.205 -1.333
H 3.243 -1.673 -3.280
H 3.969 -3.137 -3.198
H 2.073 -4.150 -2.206
H 1.645 -3.377 -3.745
H -0.014 -2.799 -1.932
H 0.793 -1.371 -2.543
H 1.362 -2.745 -0.021
H 3.038 -1.116 0.366
H 2.653 -0.368 -1.155
H 3.898 -3.163 -0.830
H 4.728 -1.710 -1.423
C -2.543 -0.080 -4.355
C -3.130 -0.325 -2.959
C -4.164 0.753 -2.598
C -3.740 -1.729 -2.849
C -2.034 -0.227 -1.980
N -1.175 -0.145 -1.221
H -3.357 -0.112 -5.079
H -1.822 -0.852 -4.628
H -2.066 0.897 -4.424
H -4.987 0.685 -3.310
H -3.736 1.753 -2.659
H -4.561 0.604 -1.595
H -4.547 -1.808 -3.577
H -4.157 -1.905 -1.859
H -3.008 -2.506 -3.072
C 2.310 2.879 3.484
C 1.003 2.113 3.423
S 1.097 0.421 2.844
O 1.628 0.459 1.376
C 2.396 -0.339 3.842
C 3.816 -0.142 3.338
H 2.082 3.931 3.651
H 2.858 2.806 2.545
H 2.945 2.547 4.304
H 0.280 2.552 2.731
H 0.498 2.033 4.390
H 2.131 -1.395 3.891
H 2.249 0.076 4.842
H 3.907 -0.436 2.294
H 4.475 -0.775 3.931
H 4.154 0.886 3.431
*
```

Atom charges from the Löwdin analysis, given in e for atoms 1 to 5: 0.77, -0.08, -0.09, -0.16, -0.31

---

ORCA calculation (ωB97M-V/def2-TZVPD) on a cluster of 2 separate species, C12H19NSi in total in a non-equilibrium geometry.

Properties
Highest occupied orbital energy (spin up / spin down): -7.0 / -6.5 eV
Orbital gap (spin up / spin down): 7.3 / 7.1 eV
Relative energy (zero: lowest compared OMol25 entry of this formula, charge and spin): 105.55 kcal per mole

```
! RIJCOSX wB97M-V def2-TZVPD def2/J DEFGRID3
* xyz 0 1
C 2.263 -1.175 -4.282
C 0.933 -1.579 -4.258
C 3.169 -1.341 -3.181
C 0.446 -1.828 -2.995
C 2.645 -1.778 -1.991
C 1.304 -1.885 -1.863
C -1.466 2.221 2.783
C -2.207 1.842 1.564
C 0.005 2.385 2.494
C -1.696 0.487 0.970
C 0.631 1.052 1.926
C -0.257 0.556 0.717
N -0.815 -3.346 -0.449
Si 0.516 -2.292 -0.223
H 2.721 -0.870 -5.276
H 0.283 -1.429 -5.133
H 4.279 -1.174 -3.448
H -0.608 -2.136 -3.053
H 3.335 -1.999 -1.177
H -1.872 3.242 3.181
H -1.561 1.602 3.662
H -3.293 1.731 1.562
H -2.125 2.714 0.864
H 0.016 3.167 1.694
H 0.515 2.722 3.431
H -1.786 -0.359 1.769
H -2.156 0.114 0.113
H 1.690 1.293 1.684
H 0.697 0.293 2.701
H -0.021 1.121 -0.162
H -1.732 -2.981 -0.868
H -0.827 -4.100 0.166
H 1.192 -2.955 0.909
*
```

Atom charges from the Löwdin analysis, given in e for atoms 1 to 5: -0.10, -0.11, -0.09, -0.12, -0.17

---

ORCA calculation (ωB97M-V/def2-TZVPD) on an isolated molecule of C4H7N3 in a non-equilibrium geometry.

Properties
Highest occupied orbital energy (spin up / spin down): -8.1 / -8.1 eV
Orbital gap (spin up / spin down): 7.7 / 7.7 eV
Relative energy (zero: lowest compared OMol25 entry of this formula, charge and spin): 87.99 kcal per mole

```
! RIJCOSX wB97M-V def2-TZVPD def2/J DEFGRID3
* xyz 0 1
C 0.053 0.057 0.177
C 0.782 -0.173 -1.129
C 0.948 0.097 1.387
C -1.159 0.738 0.254
N -1.450 -1.628 -0.923
N -2.136 -0.705 -1.062
N -2.300 0.433 -0.377
H -1.301 1.554 0.956
H 0.185 0.070 -2.006
H 1.133 -1.203 -1.224
H 1.668 0.470 -1.146
H 1.383 -0.892 1.550
H 0.413 0.385 2.293
H 1.780 0.799 1.250
*
```

Atom charges from the Löwdin analysis, given in e for atoms 1 to 5: -0.34, -0.10, -0.08, -0.16, 0.20